# 1
A molecular structure, C16H10BrFSe4V. Source: the OMol25 dataset; level of theory: ωB97M-V/def2-TZVPD.

Cartesian coordinates (Å):
V -0.034 -0.176 -0.271
Br 0.440 1.834 1.619
C 2.339 1.680 1.323
C 3.170 2.453 2.087
C 4.550 2.422 1.859
C 5.060 1.609 0.887
C 4.220 0.782 0.115
C 4.755 -0.069 -0.873
C 3.933 -0.874 -1.608
C 2.545 -0.854 -1.393
C 1.957 -0.028 -0.464
C 2.804 0.805 0.318
H 2.759 3.091 2.849
H 5.195 3.054 2.445
H 6.121 1.589 0.690
H 5.824 -0.076 -1.040
H 4.336 -1.533 -2.363
H 1.946 -1.530 -2.001
Se -0.840 -1.554 -1.996
Se -1.723 -3.429 -0.981
Se -0.408 -3.611 0.958
Se -0.352 -1.407 1.677
F -4.057 3.750 -2.533
C -3.155 2.920 -1.968
C -3.563 2.090 -0.940
C -2.635 1.225 -0.382
C -1.332 1.199 -0.854
C -0.942 2.053 -1.874
C -1.856 2.922 -2.446
H -4.587 2.118 -0.604
H -2.941 0.562 0.426
H 0.084 2.034 -2.245
H -1.587 3.579 -3.258

* 2S+1: 2
* ⟨S²⟩: 0.827
* energy relative to the best compared isomer or geometry (same formula, charge and spin): 0.0 kJ/mol


# 2
2 unconnected molecules or ions with the total composition CHCl3OSi in a non-equilibrium geometry. Source: the OMol25 dataset; level of theory: ωB97M-V/def2-TZVPD.

Cartesian coordinates (Å):
C -0.115 1.161 -0.514
O -1.215 1.181 -0.110
Si -4.862 -0.321 0.108
Cl -6.189 -1.801 0.093
Cl -4.944 0.594 1.871
Cl -4.680 1.101 -1.467
H 0.526 2.078 -0.890

* 2S+1: 1
* energy relative to the best compared isomer or geometry (same formula, charge and spin): 307.9 kJ/mol


# 3
9 unconnected molecules or ions with the total composition C40H102Cl2N6O14 in a non-equilibrium geometry. Source: the OMol25 dataset; level of theory: ωB97M-V/def2-TZVPD.

Cartesian coordinates (Å):
Cl -4.875 -2.955 -3.744
C -4.353 -1.705 -2.524
C -3.938 -0.356 -3.238
Cl -3.487 0.723 -1.908
H -3.515 -2.119 -1.963
H -5.182 -1.711 -1.816
H -4.827 0.011 -3.750
H -3.113 -0.456 -3.943
C -0.570 -0.616 0.387
O -0.376 0.566 1.216
H -0.973 -1.407 1.020
H -1.221 -0.330 -0.439
H 0.427 -0.847 0.012
H 0.158 1.236 0.784
C 2.085 -0.219 -2.577
O 3.154 -0.190 -1.680
H 2.475 0.408 -3.379
H 1.796 -1.199 -2.955
H 1.263 0.343 -2.132
H 3.399 0.738 -1.673
C 4.466 -5.188 -4.680
O 4.328 -5.497 -3.328
C 4.867 -4.474 -2.515
C 4.897 -4.868 -1.047
N 3.695 -5.047 -0.252
C 2.988 -3.739 -0.052
C 1.641 -3.939 0.625
O 0.770 -4.918 -0.007
C -0.493 -4.934 0.547
H 5.518 -5.002 -4.892
H 3.878 -4.295 -4.893
H 4.053 -6.001 -5.276
H 4.328 -3.564 -2.776
H 5.876 -4.206 -2.828
H 5.632 -4.278 -0.501
H 5.375 -5.846 -1.024
H 3.010 -5.616 -0.729
H 2.760 -3.153 -0.943
H 3.629 -3.079 0.531
H 1.179 -2.955 0.551
H 1.758 -3.929 1.709
H -1.095 -5.698 0.054
H -1.017 -4.012 0.297
H -0.475 -5.091 1.625
C 6.558 2.428 -3.200
O 5.956 2.382 -1.935
C 6.162 1.111 -1.318
C 5.634 1.341 0.027
N 5.589 0.138 0.894
C 4.876 0.313 2.133
C 3.256 0.254 1.959
O 2.828 -1.098 1.964
C 2.830 -1.761 3.223
H 6.457 3.450 -3.564
H 5.923 1.868 -3.888
H 7.604 2.127 -3.151
H 7.228 0.882 -1.291
H 5.773 0.259 -1.875
H 4.588 1.592 -0.144
H 5.976 2.262 0.499
H 5.009 -0.581 0.485
H 5.225 1.162 2.720
H 5.305 -0.512 2.701
H 2.942 0.729 1.030
H 2.835 0.889 2.738
H 3.767 -2.160 3.612
H 2.248 -2.683 3.207
H 2.418 -1.103 3.988
C -3.517 -1.897 5.736
O -3.635 -0.508 5.421
C -3.272 0.408 6.467
C -1.691 0.591 6.378
N -1.284 1.147 5.103
C 0.071 0.719 4.766
C 1.150 0.845 5.853
O 2.395 1.098 5.316
C 2.682 2.429 5.021
H -2.534 -2.270 6.024
H -3.670 -2.465 4.819
H -4.226 -2.106 6.538
H -3.595 0.138 7.472
H -3.572 1.431 6.240
H -1.182 -0.332 6.655
H -1.339 1.275 7.150
H -1.924 0.639 4.509
H 0.290 1.258 3.844
H 0.040 -0.284 4.339
H 1.230 -0.109 6.375
H 0.831 1.437 6.711
H 1.913 2.925 4.428
H 3.633 2.506 4.494
H 2.977 3.017 5.890
C -7.715 -5.439 4.106
O -8.098 -6.145 2.978
C -8.901 -5.360 2.019
C -8.171 -4.239 1.370
N -6.956 -4.694 0.756
C -6.014 -3.660 0.221
C -5.498 -2.771 1.311
O -4.362 -2.166 0.727
C -3.599 -1.249 1.449
H -6.880 -4.778 3.874
H -7.378 -6.079 4.921
H -8.430 -4.744 4.546
H -9.817 -4.910 2.403
H -9.128 -6.101 1.253
H -8.085 -3.482 2.149
H -8.772 -3.688 0.646
H -6.431 -5.249 1.417
H -6.514 -3.013 -0.499
H -5.247 -4.146 -0.382
H -5.251 -3.232 2.267
H -6.255 -2.039 1.593
H -4.274 -0.635 2.046
H -3.134 -0.595 0.712
H -2.915 -1.727 2.151
C 1.710 4.228 1.055
O 0.414 3.627 1.217
C -0.256 4.008 2.400
C -1.729 3.429 2.396
N -2.516 4.287 1.435
C -3.896 3.882 1.315
C -4.505 4.452 0.076
O -3.778 4.206 -1.152
C -4.132 5.022 -2.304
H 2.408 3.872 0.298
H 2.189 3.942 1.991
H 1.623 5.283 0.794
H -0.201 5.058 2.689
H 0.108 3.644 3.361
H -2.084 3.448 3.427
H -1.798 2.412 2.009
H -2.052 4.313 0.539
H -4.398 4.250 2.211
H -3.866 2.820 1.072
H -4.697 5.510 0.254
H -5.472 4.006 -0.155
H -3.720 6.002 -2.066
H -5.211 5.172 -2.335
H -3.713 4.664 -3.244
C 4.938 4.372 -9.315
O 4.357 3.193 -8.789
C 2.911 3.327 -8.461
C 2.597 3.673 -7.107
N 3.033 2.802 -6.014
C 2.827 3.186 -4.601
C 1.352 2.995 -4.170
O 1.232 3.037 -2.738
C -0.035 3.127 -2.179
H 6.027 4.394 -9.273
H 4.387 5.256 -8.996
H 4.763 4.254 -10.385
H 2.573 2.327 -8.731
H 2.332 4.027 -9.063
H 1.509 3.696 -7.042
H 2.806 4.695 -6.792
H 3.918 2.349 -6.190
H 3.178 4.217 -4.566
H 3.520 2.671 -3.936
H 0.946 2.035 -4.489
H 0.697 3.617 -4.779
H -0.618 2.214 -2.058
H -0.572 3.887 -2.746
H 0.064 3.481 -1.153

* 2S+1: 2
* ⟨S²⟩: 0.750
* net charge: -1


# 4
3 unconnected molecules or ions with the total composition C4H16N2O2 in a non-equilibrium geometry. Source: the OMol25 dataset; level of theory: ωB97M-V/def2-TZVPD.

Cartesian coordinates (Å):
C -0.810 0.888 0.821
C 0.647 0.777 0.351
C 1.344 2.124 0.485
N 1.451 -0.249 1.004
C 1.169 -1.657 0.517
N 2.340 -2.463 0.497
H -1.272 1.610 0.137
H -0.943 1.290 1.829
H -1.344 -0.058 0.722
H 0.564 0.558 -0.718
H 1.055 2.953 -0.168
H 2.431 2.038 0.408
H 1.163 2.530 1.492
H 1.196 -0.266 1.988
H 0.768 -1.558 -0.486
H 0.351 -2.006 1.106
H 2.854 -2.298 -0.358
H 2.964 -2.283 1.271
O -2.694 0.714 -2.453
H -2.330 1.421 -1.905
H -2.009 0.563 -3.113
O -2.992 -1.623 -0.722
H -3.145 -0.809 -1.237
H -2.760 -2.195 -1.470

* SMILES: CC(C)NCN.O.O
* 2S+1: 1
* energy relative to the best compared isomer or geometry (same formula, charge and spin): 63.6 kJ/mol


# 5
A molecular structure, C20H58N17O35S2. Source: the OMol25 dataset; level of theory: ωB97M-V/def2-TZVPD.

Cartesian coordinates (Å):
C -3.733 4.068 3.630
C -4.093 3.002 2.586
N -4.038 1.625 3.101
S -2.613 1.109 3.821
O -2.720 1.482 5.209
O -2.546 -0.301 3.525
N -1.435 1.972 3.180
S -0.854 1.539 1.768
O -1.878 1.523 0.718
O -0.001 0.371 1.754
C 0.210 2.977 1.476
O 1.244 2.693 0.589
C 0.795 2.576 -0.759
C 1.956 2.150 -1.645
H -2.720 4.438 3.471
H -4.404 4.924 3.529
H -3.766 3.671 4.643
H -5.127 3.163 2.287
H -3.484 3.115 1.687
H -4.284 0.941 2.393
H 0.626 3.235 2.448
H -0.439 3.791 1.137
H 0.367 3.536 -1.074
H -0.005 1.835 -0.816
H 2.719 1.678 -1.032
H 1.623 1.415 -2.379
H 2.401 2.988 -2.181
C 2.593 6.204 3.270
N 1.154 6.004 2.940
O 0.804 6.213 1.798
O 0.437 5.630 3.841
H 3.105 6.528 2.372
H 2.640 6.950 4.058
H 2.971 5.251 3.628
C -0.933 -1.691 -0.330
N -1.279 -2.428 -1.573
O -1.907 -3.468 -1.463
O -0.948 -1.943 -2.635
H -1.272 -2.262 0.525
H 0.145 -1.558 -0.311
H -1.419 -0.716 -0.361
C -4.455 -3.087 0.750
N -5.213 -1.839 1.008
O -6.398 -1.826 0.722
O -4.597 -0.926 1.508
H -5.137 -3.824 0.343
H -3.656 -2.856 0.056
H -4.050 -3.410 1.703
C -8.573 -2.435 -1.511
N -8.447 -3.628 -2.394
O -9.021 -3.614 -3.463
O -7.762 -4.546 -1.986
H -9.197 -1.706 -2.014
H -9.007 -2.765 -0.573
H -7.570 -2.062 -1.333
C 6.666 -0.294 -2.173
N 5.404 0.082 -1.478
O 4.392 0.183 -2.146
O 5.471 0.273 -0.284
H 6.453 -0.423 -3.227
H 7.383 0.501 -2.001
H 7.021 -1.215 -1.721
C -0.852 -6.617 -2.173
N -0.657 -7.782 -1.266
O -1.328 -8.774 -1.451
O 0.177 -7.658 -0.389
H -1.611 -6.866 -2.903
H -1.165 -5.774 -1.563
H 0.108 -6.420 -2.640
C 10.619 -2.573 -0.887
N 9.842 -2.123 -2.074
O 9.244 -2.958 -2.721
O 9.849 -0.933 -2.310
H 10.514 -3.648 -0.804
H 11.651 -2.274 -1.048
H 10.214 -2.045 -0.028
C -6.120 1.396 -0.424
N -6.866 2.665 -0.219
O -8.049 2.690 -0.497
O -6.232 3.594 0.231
H -6.810 0.658 -0.814
H -5.307 1.607 -1.114
H -5.725 1.098 0.543
C 9.844 2.406 0.141
N 10.157 0.983 0.430
O 9.283 0.160 0.254
O 11.277 0.728 0.825
H 8.820 2.461 -0.209
H 9.981 2.971 1.054
H 10.544 2.743 -0.618
C -5.857 -6.527 -3.324
N -4.395 -6.811 -3.326
O -3.946 -7.508 -2.441
O -3.740 -6.315 -4.223
H -6.297 -7.031 -2.472
H -5.981 -5.450 -3.258
H -6.257 -6.894 -4.264
C 2.211 -1.715 -3.895
N 2.635 -0.980 -5.116
O 3.262 -1.586 -5.962
O 2.330 0.192 -5.188
H 2.564 -2.735 -3.980
H 2.659 -1.201 -3.049
H 1.126 -1.664 -3.838
C 10.536 5.862 3.879
N 10.429 4.901 2.747
O 9.721 5.203 1.808
O 11.061 3.869 2.842
H 9.922 6.724 3.650
H 10.194 5.345 4.770
H 11.585 6.125 3.977
C 2.859 2.747 -7.451
N 3.547 3.921 -6.843
O 3.948 3.823 -5.704
O 3.664 4.908 -7.543
H 2.825 1.945 -6.723
H 1.864 3.075 -7.738
H 3.433 2.471 -8.330
C -5.336 -3.940 5.127
N -5.750 -5.004 4.169
O -6.423 -5.924 4.579
O -5.379 -4.865 3.020
H -5.735 -4.190 6.103
H -4.251 -3.909 5.126
H -5.733 -2.999 4.755
C -6.555 1.981 5.042
N -7.353 1.218 4.044
O -7.988 0.253 4.424
O -7.298 1.603 2.893
H -6.697 1.523 6.014
H -5.518 1.924 4.707
H -6.908 3.008 5.019

* 2S+1: 1
* net charge: -1


# 6
2 unconnected molecules or ions with the total composition CH2NO3S in a non-equilibrium geometry. Source: the OMol25 dataset; level of theory: ωB97M-V/def2-TZVPD.

Cartesian coordinates (Å):
C 0.938 1.330 0.406
N -1.106 -1.941 -0.930
O -0.378 1.655 0.074
O 1.713 2.254 0.572
O 1.190 0.106 0.494
S -0.999 -1.480 0.555
H -0.861 0.819 -0.027
H -0.496 -2.742 -1.143

* 2S+1: 1
* energy relative to the best compared isomer or geometry (same formula, charge and spin): 112.9 kJ/mol
* net charge: -1


For reference, DFT total energy by record: -13839.30809 -1784.02630 -3886.96492 -421.96721 -5156.12923 -717.99842 Ha.